Entry 1:
Formula: C19H66N18O14
Source: the Open Molecules 2025 dataset
Level of theory: ωB97M-V/def2-TZVPD

Geometry as XYZ:
```
117
Properties=species:S:1:pos:R:3:forces:R:3
H 0.00510 2.08755 1.38956 -0.895 0.809 0.585
H 1.65137 -2.30533 -0.81800 -0.353 0.246 0.241
O 2.40138 -4.00661 1.07559 -5.072 -2.393 -1.700
C -0.78144 3.93249 1.39436 -0.957 3.170 -3.823
O -0.48312 0.99862 -5.45496 -3.433 2.311 -0.319
C 1.17966 -4.60577 0.72979 8.269 4.437 2.930
O -1.53454 -1.33689 -2.02830 0.306 1.561 -0.862
C -1.96311 -2.66951 -1.87144 -1.546 1.929 -0.135
H -2.47101 -1.01483 3.49907 0.315 0.322 0.017
H -1.09887 4.86296 3.27356 0.530 0.009 -2.551
H -0.33785 1.98007 -5.47001 0.012 -1.562 -0.028
O -3.65704 2.13870 3.11950 0.910 0.401 0.367
N -2.61586 0.60291 -3.58128 4.058 2.649 1.452
H -4.30592 0.20679 -2.15450 -0.313 -0.114 -0.010
H -3.37198 -3.11682 4.35955 -0.162 -0.638 -0.732
H 0.02731 4.18757 -1.54136 -0.087 -0.249 0.633
O 3.75746 -2.24792 -3.38632 -1.501 0.571 0.493
H -2.45736 1.11566 -2.61875 -0.780 -0.997 -2.297
H 0.78009 1.22852 -1.32962 0.153 -0.453 -0.064
H 2.13903 0.39873 3.93617 0.117 -0.998 -0.478
C 2.85953 3.30647 3.66469 -1.917 -8.793 2.291
H 1.93893 -6.56829 0.65356 -1.722 2.112 0.132
H -2.96173 -3.85849 -0.52133 0.085 0.757 0.771
C -2.61496 -0.07569 2.96134 -0.021 -0.853 -1.621
H -1.35182 -2.56428 3.12299 0.138 0.991 1.022
H 4.95687 2.72719 0.71180 1.555 0.971 -0.242
H 1.12179 0.82768 -4.41789 1.117 -0.480 0.586
H -3.72888 2.07096 2.14909 -0.068 -0.309 -0.040
H 1.92057 -3.60548 -1.88901 0.477 0.027 -0.120
O 2.81643 1.93665 4.12955 0.284 7.629 -2.285
O 1.60901 2.19244 -2.31366 -0.720 5.608 -2.063
H 1.33959 0.36809 1.98570 -0.102 -0.100 -0.181
N -3.51488 0.07541 -0.48716 -1.938 -3.953 0.480
H -1.13109 -3.20099 -1.61363 2.490 -1.574 0.127
H 5.40493 0.42211 -0.00326 -0.240 -0.253 0.129
N 1.11691 -5.88383 0.65033 -0.447 -5.325 -0.878
N -3.54664 -3.75240 3.57340 -1.366 0.985 1.849
H 1.41481 -1.51097 -4.53153 -0.511 -0.469 -0.627
O -0.87446 4.11979 0.13182 0.536 -0.760 2.340
C -3.34642 0.89932 3.77908 -0.236 1.688 -0.351
H 1.20827 0.46089 -6.17740 0.937 -0.561 0.351
H -5.31136 -0.72704 -3.19322 -0.225 0.255 -0.355
H 2.47862 -3.01596 2.87082 0.129 0.113 -0.374
N 1.95085 3.86832 2.93134 -2.639 0.810 -1.950
C -3.72538 0.11515 -4.03950 -2.102 -4.043 -8.375
H -3.17278 -0.32798 2.03775 -0.067 0.039 0.516
H 1.22279 -3.43813 3.96794 0.971 0.842 -0.578
H -1.12303 1.01438 -0.95528 -1.676 0.618 0.205
C -3.13800 1.31643 -0.37279 -5.510 3.382 4.795
N -1.53685 -3.40892 2.65227 2.819 0.707 -0.948
H -1.86757 0.70787 -4.23096 0.605 0.488 -0.860
H 3.64723 0.03256 0.26847 0.665 0.356 -0.758
H 3.05429 -0.78861 -1.92275 -0.218 1.237 -0.984
H -0.85250 -3.61161 1.91011 -0.705 -0.063 0.991
H 2.47245 4.77193 -3.98352 -0.373 0.216 0.181
N -2.02074 1.61741 -0.94514 3.100 0.976 -1.312
H 0.23332 5.18814 -2.88774 0.882 -1.163 0.138
H -2.95447 -0.63595 -0.95693 0.460 0.804 0.226
C 0.66644 0.29695 -5.23684 1.484 -0.068 -0.861
H 4.64571 -1.91828 -3.36058 0.678 0.226 -0.054
C -2.87776 -2.75378 -0.67416 -2.137 -2.875 -1.617
H -1.95746 -0.81037 -2.76362 0.149 -0.882 0.403
C 1.43772 3.44981 -2.80083 -0.911 -4.492 2.978
H -4.32260 -0.38853 -0.02291 0.872 1.489 -0.215
H 1.83815 1.38545 0.62746 -1.245 -0.739 0.862
H -2.81227 1.12873 4.70432 -0.025 0.107 -0.055
N 3.81947 4.10246 3.91438 4.971 3.409 0.138
H 0.05518 -1.74662 -5.82387 0.663 0.279 0.326
H 4.11496 4.81807 3.19912 -0.753 -1.065 1.362
O 0.29631 -1.35696 4.58857 5.110 -0.355 -3.217
H 0.98098 -2.28980 -2.47916 0.305 0.431 0.131
N 0.56970 4.35914 -2.36924 -1.324 0.852 1.013
N 2.08612 3.85524 -3.85092 3.754 -2.206 -4.168
H -0.53542 2.51576 2.93285 -0.522 0.911 -0.559
H -2.36859 -3.00086 -2.83766 -0.227 -0.361 0.563
O 2.98784 2.57825 0.66390 -0.110 -0.025 -0.582
H -1.84260 2.56666 -0.71573 0.726 1.262 -0.039
H 0.17116 -6.27840 0.50069 1.124 0.019 0.162
C 1.85696 -2.51380 -1.85703 -1.543 -1.165 -0.299
C 0.44791 -1.18278 -4.95665 0.307 0.654 -0.084
H 4.34845 1.61515 1.94739 -0.163 0.287 -0.637
N 1.90784 -2.71797 3.64909 -0.795 -5.252 0.132
N 1.10804 0.72339 1.05347 4.026 3.722 3.128
H -0.29334 -1.29021 -4.18325 -0.274 -0.039 0.452
O -2.91675 -5.04989 1.77219 1.211 3.871 3.280
H -2.69506 -2.21131 0.22996 0.887 0.073 0.339
N -0.37331 2.87243 1.98159 1.496 -6.706 0.552
O -3.91728 2.21233 0.28778 3.278 -3.373 -2.648
C 0.44243 -0.02520 0.30331 -3.857 -8.452 -1.361
H 2.64379 3.07523 -4.32942 -1.001 1.771 1.118
C 4.38066 0.80412 -0.07348 0.068 0.199 0.143
H 3.78648 -2.16227 -1.30672 -0.227 0.066 -0.637
H -1.69463 0.32317 2.55790 0.644 -0.135 0.311
N -4.53524 -0.10096 -3.08354 -4.214 -0.959 2.634
H 2.86041 3.25313 1.32351 -0.358 0.339 0.286
C 3.11908 -1.82840 -2.15094 2.432 -1.705 1.148
H -0.12639 -0.31176 -1.63591 0.778 0.429 0.923
H -4.37048 -4.31233 3.53065 -0.361 -0.078 0.237
O -0.09158 -1.20906 0.77867 1.711 5.038 -2.000
H 4.58232 3.79005 4.46799 0.437 -0.456 0.453
H 1.11182 3.37070 2.55714 0.794 0.416 0.442
H -4.29483 0.51834 4.00722 -1.385 -1.021 0.906
N 0.10116 -3.88161 0.65110 -0.982 0.919 -1.427
H 3.12114 -0.68717 2.98010 -0.567 -0.227 0.688
N 0.33755 0.35883 -0.97352 -0.725 -1.085 -1.180
C 1.48374 -1.53758 3.88002 -6.366 1.935 4.359
H 2.03737 4.86435 2.71041 -0.278 -0.688 0.343
H -3.90528 -2.55199 -1.00101 -0.068 0.362 0.121
O -4.03053 -0.39743 -5.34538 2.170 2.964 6.463
H -0.70563 -4.29802 0.22210 -0.447 -0.081 -0.093
N 2.26421 -0.55183 3.52378 0.977 3.292 -0.726
C -2.64649 -4.04576 2.66565 -1.948 -5.585 -4.384
N -0.88918 4.95135 2.22399 -1.054 2.948 3.316
H 0.18614 -2.85385 0.58916 0.076 0.044 -0.068
H -0.95176 5.87746 1.82051 -0.525 -0.337 0.130
C 4.24831 1.97920 0.89417 -0.418 -1.570 0.176
H 4.25200 1.11760 -1.13973 -0.340 -0.252 0.952
```
Positions in Å, forces in eV/Å.

DFT total energy, eV: -76259.42396
LUMO energy, eV: -0.5719
Energy above the lowest of the compared OMol25 structures with the same formula, charge and spin, kJ/mol: 1062.6

Atom charges from the Mulliken analysis, given in e for atoms 1 to 5: -0.277 -0.813 -0.831 0.113 -0.657

***

Entry 2:
Formula: C4H6NPS
Source: the Open Molecules 2025 dataset
Level of theory: ωB97M-V/def2-TZVPD

Geometry as XYZ:
```
13
Properties=species:S:1:pos:R:3:forces:R:3
P 1.64279 -1.35177 -1.25322 -1.095 -0.711 0.399
H 0.90573 -2.10190 -0.21428 1.400 -0.073 -0.606
C 0.30170 0.55682 1.86183 0.064 -0.134 0.245
H 1.90834 -2.33965 -2.25273 0.198 -0.290 0.733
C -1.36714 1.34073 0.25766 3.782 -0.166 -0.129
S -2.60666 0.79546 1.02687 -2.104 -0.564 0.791
C 0.10374 1.13128 0.67160 -1.414 -0.210 0.501
C -0.00364 -1.21609 -1.91345 -0.183 1.336 -0.331
H 0.89101 1.49087 0.00263 -0.299 0.033 0.346
H -1.38798 1.89839 -0.63537 -0.646 0.724 -1.145
H -0.64992 0.17823 2.35951 1.638 0.535 -0.229
N -1.05045 -0.87012 -2.23838 -0.294 -0.257 -0.180
H 1.31247 0.48774 2.32732 -1.045 -0.223 -0.396
```
Positions in Å, forces in eV/Å.

SMILES string: C=CC=S.N#CP
DFT total energy, eV: -25856.24815
LUMO energy, eV: -0.4796
Energy above the lowest of the compared OMol25 structures with the same formula, charge and spin, kJ/mol: 60.0

Atom charges from the Mulliken analysis, given in e for atoms 1 to 5: -0.085 0.098 -0.565 0.086 -0.122

***

Entry 3:
Formula: C40H38ClCsN12O6
Source: the Open Molecules 2025 dataset
Level of theory: ωB97M-V/def2-TZVPD

Geometry as XYZ:
```
98
Properties=species:S:1:pos:R:3:forces:R:3
C 2.75417 -1.74465 0.81562 -0.089 0.007 -0.142
C 0.68694 6.13262 -1.19072 -0.007 0.004 -0.007
N -0.34201 -2.46559 -2.83625 -0.046 0.017 0.197
N 4.39309 2.80768 -4.33003 -0.051 -0.261 -0.133
H -1.38886 6.69535 -1.24692 -0.035 0.016 -0.007
C 3.42257 -3.41054 2.54969 0.101 -0.001 0.038
N -4.33812 -3.60540 1.95583 -0.012 -0.105 0.025
H -0.22289 -5.36604 4.90805 -0.013 0.016 0.002
N -0.70230 -1.32759 -3.46498 0.068 0.024 -0.163
H -5.58614 -3.30065 3.61853 0.016 -0.006 -0.019
C 2.52189 5.21968 -2.46209 -0.133 -0.041 0.035
C -0.37973 -1.11882 -4.86645 0.120 0.028 0.062
H 4.06234 -1.85741 -6.09078 -0.011 0.012 0.006
C 2.42280 -2.60368 2.00668 -0.070 0.094 0.124
C -2.91672 -3.41264 5.35671 0.009 -0.094 -0.015
H 4.41360 -3.44742 2.13007 0.006 0.047 -0.024
H 3.93776 -4.74094 4.14650 -0.009 0.011 -0.007
Cs -1.34016 -0.04907 1.62084 0.653 -0.372 -0.210
C 2.78088 0.97727 -4.76508 -0.134 0.002 0.031
H -3.93520 -1.72340 1.29537 -0.059 -0.004 -0.147
C -3.51458 -2.74314 1.32999 0.113 -0.066 0.145
H -3.72630 -5.16660 3.21727 -0.005 -0.006 -0.021
C -5.59479 -3.17808 2.53187 0.018 -0.051 -0.046
N 4.32038 4.01384 -3.66885 -0.094 0.242 0.165
C -1.06804 3.69388 0.11302 -0.060 0.169 -0.024
H -3.39117 -0.90745 3.30826 -0.114 0.188 0.128
C -0.46764 -3.35790 4.16323 -0.065 0.082 -0.094
C -0.68686 -2.22621 -1.58623 -0.038 0.156 -0.086
C 2.00462 -1.56598 -5.55829 0.011 0.013 -0.001
C 3.16072 -4.14558 3.68426 -0.023 -0.029 0.042
H -1.55844 0.52227 -2.85860 0.010 -0.016 0.032
C 2.76500 7.34423 -1.38357 -0.003 0.027 0.019
C -0.86344 -4.49789 4.86100 -0.022 -0.116 0.014
C -1.21556 -0.46326 -2.58182 -0.068 -0.032 -0.045
H 3.64553 0.60019 -2.06201 -0.002 -0.022 0.031
H -4.42709 -1.42230 4.62445 0.038 0.034 0.099
N -1.65352 2.61319 -0.35204 -0.102 -0.189 -0.061
C 3.72394 0.09612 -5.28966 0.053 -0.039 -0.027
H 5.23728 -1.21652 -1.42761 -0.010 -0.006 0.012
C 1.25499 1.10377 -0.92987 -0.064 0.047 0.004
C 1.47051 7.24265 -0.89443 -0.010 0.000 -0.002
O 2.34233 3.07747 -3.61359 -0.304 -0.043 0.064
C 3.33049 -1.16889 -5.68872 0.017 0.011 0.013
C 1.05924 -0.68872 -5.04886 -0.082 -0.012 -0.002
H -0.76444 6.40883 0.37381 -0.008 -0.023 0.035
H 1.70310 -2.56633 -5.84498 0.021 0.012 0.000
C 3.10309 4.13879 -3.25562 0.251 0.044 -0.070
C 1.45049 0.58723 -4.66226 -0.004 0.026 0.018
H -0.51663 3.79347 1.03640 -0.056 -0.091 0.002
H 1.06601 8.03210 -0.27034 0.013 -0.012 -0.013
C 4.29940 -1.08823 -0.90195 -0.017 0.039 -0.019
H 0.71685 1.28134 -4.26546 0.026 -0.016 -0.013
C -2.48549 -2.33979 4.58343 0.021 -0.015 -0.027
H -5.77334 -2.12887 2.30162 0.018 -0.001 0.003
C 3.29828 6.33494 -2.16623 0.044 -0.010 -0.012
C 1.89382 -4.09911 4.22465 0.045 -0.009 0.053
C 1.21750 5.12209 -1.97964 0.030 -0.044 -0.034
C 0.92320 -3.31811 3.59968 0.006 0.135 -0.011
N -1.28092 -2.31184 3.99770 0.005 -0.050 0.184
H 3.36499 8.21253 -1.14363 -0.013 -0.015 -0.004
H 4.65792 -2.70077 0.42186 -0.030 -0.031 0.021
C -3.39934 -1.17368 4.36285 0.003 0.059 -0.125
C -3.94124 -4.98585 2.16099 -0.049 0.081 0.022
O -1.67888 2.39208 3.16492 0.496 0.128 0.135
H 0.61962 4.25074 -2.21957 0.017 0.022 0.005
H -0.57373 -2.05194 -5.38932 -0.005 -0.029 -0.008
H -2.85331 2.43264 -2.12827 0.012 0.015 0.010
C -0.73039 6.05988 -0.65758 0.058 -0.059 -0.070
O -3.34751 3.91432 2.49719 0.014 -0.185 0.106
O -3.69806 2.50698 4.37944 0.119 0.083 -0.260
H 0.24036 0.82437 -0.67627 -0.010 0.087 0.056
H 1.67611 -4.63851 5.13380 -0.031 0.009 -0.012
H -3.04832 -5.18551 1.57660 0.020 0.016 -0.010
C 3.21477 2.28451 -4.27714 0.250 0.039 -0.045
Cl -3.10685 2.61725 3.07137 -0.497 0.342 0.254
H 1.28600 1.31641 -1.99920 0.053 0.007 0.032
N -1.23229 -0.99341 -1.37964 -0.029 -0.208 -0.125
H -3.10553 -0.28904 4.93130 0.057 -0.009 -0.065
H 4.31002 6.39158 -2.54538 -0.020 0.008 0.012
N 1.19783 -2.54835 2.54259 -0.079 -0.144 -0.219
N 1.87794 -0.81100 0.42924 0.138 0.164 0.175
O -2.41486 -3.01376 0.88000 -0.134 0.026 0.027
H 1.50701 2.03173 -0.40817 0.002 -0.037 0.045
C 3.41972 -0.08971 -1.25811 -0.021 -0.031 -0.023
C -2.24018 3.05405 -1.49464 0.088 0.108 0.070
H -1.06203 -0.36218 -5.25211 -0.021 0.034 0.013
C 2.21467 0.01224 -0.56839 -0.030 -0.032 -0.039
N -2.03528 4.32748 -1.76461 0.017 -0.136 0.059
H -0.56658 -2.94569 -0.79320 0.009 -0.002 -0.030
H -2.42121 -5.38871 6.03799 0.008 -0.005 -0.008
C -2.10002 -4.51979 5.47736 -0.002 0.055 0.013
H -4.74538 -5.65245 1.84585 -0.004 -0.010 -0.021
N -1.28677 4.72574 -0.71435 0.039 0.107 0.034
H 4.75578 0.41330 -5.36710 -0.020 -0.009 0.000
H -3.89033 -3.37609 5.82780 0.005 -0.008 0.009
C 3.96557 -1.92148 0.14933 0.063 -0.089 -0.028
O -3.65652 1.58776 2.20897 -0.341 -0.086 -0.100
H -6.41614 -3.77200 2.12659 -0.029 0.016 -0.005
```
Positions in Å, forces in eV/Å.

DFT total energy, eV: -85328.72381
LUMO energy, eV: -0.1437
Energy above the lowest of the compared OMol25 structures with the same formula, charge and spin, kJ/mol: 6.5

Atom charges from the Mulliken analysis, given in e for atoms 1 to 5: 0.641 0.860 -1.056 -0.523 0.333

***

The highest LUMO energy belongs to which entry? C40H38ClCsN12O6

***

Look up the LUMO energy of the first one. -0.5719 eV

***

Among the records above, which one has the highest LUMO energy? C40H38ClCsN12O6